Density functional theory data (ωB97M-V/def2-TZVPD) for one molecule with the formula C8H11NS2.

Last column: natural (NBO) charge in e.
Positions of all 22 atoms, in Å:
C  1.2140  0.7928  -2.6247  -0.230
C  1.4795  -0.5638  -2.3177  -0.226
C  0.5765  1.6080  -1.6709  -0.217
C  1.2281  -0.9978  -0.9965  -0.213
C  0.1516  1.0593  -0.5024  -0.189
C  0.5039  -0.2089  -0.1547  -0.121
C  -0.2949  0.0412  2.3900  -0.544
C  -0.0903  -0.7391  1.0524  -0.349
N  -2.4958  -0.3251  -0.5516  -0.988
S  1.3096  0.4982  3.0443  -0.031
S  -1.9122  -1.6122  0.5204  0.517
H  1.3759  1.1147  -3.7318  0.212
H  1.9810  -0.9652  -3.1588  0.221
H  0.3943  2.6976  -1.9985  0.213
H  1.5463  -2.0009  -0.5520  0.210
H  -0.4629  1.6005  0.2398  0.200
H  -0.8420  0.9037  2.2375  0.206
H  -0.8394  -0.5721  3.1615  0.224
H  0.5038  -1.5690  1.2814  0.201
H  -3.3091  0.1111  -0.1700  0.382
H  -2.9256  -0.6343  -1.4587  0.389
H  1.2630  1.6110  2.2116  0.133

- energy (Ha) = -1162.347017
- net charge = 0
- spin multiplicity = 3
- orbital gap (spin up / spin down) (eV) = 5.0792 / 5.9009

Density functional theory data (ωB97M-V/def2-TZVPD) for one molecule with the formula C8H11O2P.

Last column: natural (NBO) charge in e.
Positions of all 22 atoms, in Å:
C  1.8285  0.8698  0.0637  -0.390
C  1.0878  2.1504  0.0500  -0.210
C  0.6244  -0.0978  -0.3767  -0.332
C  -0.3093  1.8191  0.4304  -0.245
C  -0.0196  1.9529  -1.0435  -0.319
C  -0.3458  0.3543  0.7408  0.110
C  0.1378  0.6448  -1.5366  -0.110
C  -1.8907  -2.6315  0.6824  -0.963
O  -3.7337  -1.1096  -0.5954  -1.003
O  -1.6751  -0.1453  0.6547  -0.809
P  -2.2927  -1.2315  -0.4523  1.746
H  2.7189  0.9113  -0.6933  0.211
H  2.2407  0.6645  0.9672  0.203
H  1.5813  3.1973  0.2213  0.246
H  0.8759  -1.2013  -0.5486  0.240
H  -0.9369  2.4647  1.0334  0.245
H  -0.3676  2.7801  -1.7295  0.251
H  0.1487  0.1166  1.6553  0.190
H  -0.4777  0.1583  -2.3866  0.224
H  -0.7564  -2.8231  0.7931  0.238
H  -2.3944  -2.2958  1.5200  0.242
H  -2.3905  -3.5003  0.1372  0.235

- energy (Ha) = -803.136006
- net charge = 0
- spin multiplicity = 1
- energy above the lowest of the compared OMol25 structures with the same formula, charge and spin (kJ/mol) = 232.82
- orbital gap (spin up / spin down) (eV) = 6.2843 / 8.6023

Density functional theory data (ωB97M-V/def2-TZVPD) for one molecule with the formula C8H11OPS.

Last column: natural (NBO) charge in e.
Positions of all 22 atoms, in Å:
C  -3.4982  -0.4928  -0.4358  -0.203
C  -2.6772  0.3634  -1.2402  -0.202
C  -3.1558  -0.7990  0.8499  -0.219
C  -1.3772  0.5620  -0.8334  -0.198
C  -1.8201  -0.5532  1.2825  -0.183
C  -0.9650  0.0857  0.4060  -0.411
C  2.5025  2.2088  0.2268  -0.235
C  2.8830  -1.9356  -0.2018  -0.759
O  1.3581  1.4823  -0.0854  -0.816
P  0.7758  0.2167  0.8408  1.041
S  1.1908  -1.4300  -0.6612  -0.126
H  -4.5225  -0.4078  -0.7997  0.213
H  -3.0206  0.3888  -2.2933  0.219
H  -3.8886  -1.4451  1.3394  0.222
H  -0.7710  1.2949  -1.3510  0.232
H  -1.4161  -0.7949  2.2903  0.226
H  3.2186  1.5604  0.7599  0.163
H  2.4102  3.0621  0.8126  0.177
H  3.0767  2.5048  -0.6253  0.188
H  3.6436  -2.1024  -0.9297  0.228
H  2.8445  -2.8284  0.5481  0.227
H  3.2086  -0.9407  0.1007  0.218

- energy (Ha) = -1126.164025
- net charge = 0
- spin multiplicity = 1
- energy above the lowest of the compared OMol25 structures with the same formula, charge and spin (kJ/mol) = 0.00
- orbital gap (eV) = 9.0984

Density functional theory data (ωB97M-V/def2-TZVPD) for C8H11S4Tc as an isolated structure.

Last column: natural (NBO) charge in e.
Positions of all 24 atoms, in Å:
Tc  -1.0032  -0.0277  -0.1219  0.233
C  2.8316  -0.5831  -0.3004  -0.651
C  1.6508  0.1935  0.1722  0.068
C  0.9658  -0.1763  1.3459  -0.270
C  0.0411  0.6972  1.9411  -0.184
C  -0.2449  1.9325  1.3464  -0.183
C  0.3152  2.2342  0.1066  -0.163
C  1.2504  1.3706  -0.4792  -0.235
H  2.8155  -1.6101  0.0526  0.242
H  3.7296  -0.1167  0.1084  0.257
H  2.9261  -0.5718  -1.3827  0.244
H  1.2552  -1.0830  1.8616  0.266
H  -0.3653  0.4560  2.9142  0.267
H  -0.8665  2.6562  1.8498  0.266
H  0.0882  3.1748  -0.3754  0.264
H  1.7598  1.6729  -1.3841  0.261
S  -2.4870  0.8019  -1.7498  0.063
S  -4.3351  -0.0768  -1.7226  0.148
S  -4.3663  -1.3912  -0.1431  0.143
S  -2.8351  -0.8704  1.0846  0.086
C  -0.8305  -1.9048  -1.1455  -0.766
H  0.0184  -1.8492  -1.8293  0.208
H  -1.6924  -2.2337  -1.7277  0.229
H  -0.6220  -2.6949  -0.4222  0.206

- energy (Ha) = -1984.712095
- net charge = +1
- spin multiplicity = 2
- energy above the lowest of the compared OMol25 structures with the same formula, charge and spin (kJ/mol) = 118.04
- orbital gap (spin up / spin down) (eV) = 6.2627 / 6.1873

Density functional theory data (ωB97M-V/def2-TZVPD) for one molecule with the formula C8H12.

Last column: natural (NBO) charge in e.
Positions of all 20 atoms, in Å:
C  1.8573  -0.2080  1.8164  -0.409
C  -0.8608  0.1205  -0.6811  -0.012
C  -1.6983  1.0015  -1.5093  -0.428
C  1.3303  0.2115  0.6590  0.003
C  0.0997  -0.4225  0.0647  -0.004
C  -2.1849  -0.3713  -1.1211  -0.450
C  1.6347  1.5239  0.0144  -0.650
C  -0.1575  -1.8511  0.6393  -0.641
H  1.6693  -1.1146  2.3257  0.203
H  2.5439  0.4787  2.2614  0.193
H  -2.1210  1.8668  -1.1106  0.218
H  -2.9298  -0.4331  -0.2618  0.216
H  -2.1802  -1.0921  -1.8954  0.218
H  -1.5296  1.2182  -2.5228  0.222
H  2.4791  1.3729  -0.6869  0.221
H  1.7434  2.3456  0.6779  0.220
H  0.7955  1.6304  -0.6878  0.227
H  -0.6857  -2.3222  -0.1933  0.218
H  -0.6793  -1.7481  1.5493  0.219
H  0.8738  -2.2070  0.6621  0.216

- energy (Ha) = -311.902312
- net charge = 0
- spin multiplicity = 1
- energy above the lowest of the compared OMol25 structures with the same formula, charge and spin (kJ/mol) = 220.78
- orbital gap (eV) = 9.5222

Density functional theory data (ωB97M-V/def2-TZVPD) for one molecule with the formula C8H12.

Last column: natural (NBO) charge in e.
Positions of all 20 atoms, in Å:
C  -0.4822  1.3715  1.1962  -0.660
C  0.3909  0.8378  0.0406  -0.044
C  0.4618  1.6107  -1.0082  -0.388
C  0.8622  -0.5915  0.0270  0.006
C  2.4194  -0.8382  -0.0381  -0.657
C  -0.1136  -1.6581  0.2412  -0.232
C  -1.6271  -1.5111  -0.1135  -0.234
C  -2.2027  -0.2233  -0.4950  -0.422
H  0.3218  1.4019  2.0827  0.229
H  -1.2413  0.6267  1.3846  0.237
H  -1.2817  2.3211  1.0752  0.229
H  0.9725  1.3043  -1.8485  0.197
H  -0.2830  2.5497  -0.9574  0.205
H  2.9694  -0.7450  0.9540  0.232
H  2.9213  -1.8960  -0.4655  0.233
H  2.8560  0.0749  -0.8027  0.223
H  0.2111  -2.6530  0.2936  0.203
H  -2.2330  -2.4967  -0.0082  0.221
H  -1.5577  0.5881  -0.7987  0.211
H  -3.3640  -0.0737  -0.7591  0.212

- energy (Ha) = -311.814806
- net charge = 0
- spin multiplicity = 1
- energy above the lowest of the compared OMol25 structures with the same formula, charge and spin (kJ/mol) = 450.52
- orbital gap (eV) = 8.3793

Number 1: maximum force 3.62 eV/A. Number 2: maximum force 4.78 eV/A. Number 3: maximum force 3.59 eV/A. Number 4: maximum force 2.52 eV/A. Number 5: maximum force 3.87 eV/A. Number 6: maximum force 5.41 eV/A.